1.
DFT (ωB97M-V/def2-TZVPD) results for one molecule with the formula C5H8N2O.

Summary:
Total charge = 0
DFT total energy = -380.02584 Eh
SMILES = CC(=O)/N=C1/CCN1
Frontier orbital gap = 10.02 eV
LUMO = 0.9 eV
Molar mass = 112.13 g/mol
ΔE to the lowest compared entry with this formula, charge and spin = 39.12 kcal/mol
HOMO energy = -9.1 eV

Element x y z (Å)
C 1.877 -0.330 -0.077
C -1.784 0.555 -0.754
C -2.500 -0.402 0.153
C -0.515 0.051 -0.221
C 2.941 0.703 0.364
N 0.686 0.390 -0.420
N -1.147 -0.840 0.605
O 1.937 -1.533 0.005
H -2.027 0.160 -1.859
H -1.988 1.615 -0.720
H -3.172 0.025 0.989
H -3.031 -1.209 -0.327
H -0.715 -1.714 0.984
H 2.728 0.733 1.426
H 2.819 1.563 -0.233
H 3.890 0.233 0.084

=====

2.
DFT (ωB97M-V/def2-TZVPD) results for C7H18Cs3FI2InO2 as an isolated structure.

Summary:
Total charge = +1
DFT total energy = -1373.16527 Eh
Frontier orbital gap = 3.93 eV
LUMO = -3.8 eV
Molar mass = 920.56 g/mol
HOMO energy = -7.7 eV

Element x y z (Å)
C -0.475 -1.749 -4.474
C -1.789 -1.715 -3.441
C -2.991 -0.737 -3.978
I -2.639 1.262 -3.161
In -4.969 -1.677 -3.407
I -6.301 -2.828 -5.669
H 0.200 -0.842 -4.149
H 0.072 -2.801 -4.367
H -0.788 -1.609 -5.603
H -1.401 -1.375 -2.383
H -2.215 -2.818 -3.459
H -2.906 -0.687 -5.146
H -4.578 -3.025 -2.242
H -6.009 -0.420 -2.578
Cs -6.201 -1.174 -7.734
Cs -0.201 2.086 -2.054
C 3.588 -0.897 4.038
O 3.424 0.137 5.002
C 3.988 1.378 4.564
C 2.898 2.349 4.103
O 2.286 1.903 2.889
C 1.000 1.335 3.112
H 3.003 -1.762 4.360
H 3.237 -0.588 3.051
H 4.641 -1.189 3.982
H 4.730 1.216 3.774
H 4.504 1.812 5.427
H 3.360 3.318 3.887
H 2.148 2.501 4.890
H 0.291 2.119 3.391
H 1.029 0.566 3.888
H 0.662 0.874 2.180
F -4.101 0.792 -1.191
Cs 2.499 4.247 2.499

=====

3.
DFT (ωB97M-V/def2-TZVPD) results for an isolated ion of composition C10H19N2O and charge +1.

Summary:
Total charge = +1
DFT total energy = -576.84300 Eh
SMILES = CC1(C)C(CO)=N[C@@H]2CCCC[N@H+]21
Frontier orbital gap = 10.85 eV
LUMO = -2.8 eV
Molar mass = 183.27 g/mol
ΔE to the lowest compared entry with this formula, charge and spin = 60.72 kcal/mol
HOMO energy = -13.7 eV

Element x y z (Å)
C -0.802 0.082 0.972
C -0.661 0.945 2.137
C 0.207 0.161 3.170
C 1.593 -0.137 2.609
C 1.484 -0.934 1.247
C 0.043 -0.404 -1.241
C -1.404 0.423 -1.194
C 0.979 0.222 -2.244
C -0.147 -1.888 -1.353
C -1.960 0.924 -2.466
N -1.830 0.485 0.039
N 0.654 -0.081 0.395
O -1.112 1.865 -2.817
H -1.033 -0.886 1.308
H -0.257 1.850 1.869
H -1.635 1.063 2.447
H 0.458 0.722 4.132
H -0.305 -0.779 3.396
H 2.143 0.725 2.318
H 2.164 -0.757 3.416
H 2.493 -1.112 0.750
H 0.953 -1.936 1.396
H 1.997 -0.196 -2.158
H 1.038 1.321 -2.290
H 0.582 0.005 -3.159
H -0.361 -2.176 -2.353
H -0.723 -2.293 -0.593
H 0.857 -2.356 -1.239
H -3.023 1.502 -2.130
H -2.108 0.177 -3.227
H 1.061 0.938 0.411
H -1.344 2.524 -3.547